Record 1
DFT (ωB97M-V/def2-TZVPD) results for a structure of composition C16H46AlBrClO16P4 in a non-equilibrium geometry.

```
85
Properties=species:S:1:pos:R:3:forces:R:3
C 1.2416 -4.3753 -0.5312 -0.13 -0.80 0.37
C 2.2972 -5.0433 -1.4098 0.39 -0.03 0.04
C 1.6368 -5.8583 -2.5339 0.31 -0.16 0.96
C 3.4072 -4.0978 -1.9277 -1.17 0.15 0.03
Al 2.9143 -2.1784 -2.2332 0.77 0.06 -0.32
Cl 3.1350 -0.9507 -0.3679 -0.29 -0.23 -0.06
Br 0.7728 -1.8463 -3.2585 0.01 0.03 0.20
H 0.5144 -3.7894 -1.0872 0.18 0.35 -0.08
H 1.6915 -3.8116 0.2861 0.04 0.37 -0.16
H 0.6702 -5.1745 -0.0443 -0.13 0.00 0.03
H 2.7871 -5.7880 -0.7713 -0.06 -0.08 0.12
H 1.4392 -5.2657 -3.4213 -0.14 0.01 -0.10
H 0.7296 -6.3020 -2.1210 -0.30 0.07 -0.32
H 2.2928 -6.7039 -2.7404 0.08 0.07 -0.53
H 3.7334 -4.4772 -2.8992 0.29 0.05 -0.03
H 4.2579 -4.1190 -1.2445 0.15 0.09 -0.02
H 3.9830 -1.5631 -3.2519 -0.11 0.12 0.00
C -0.0743 -0.2841 1.4093 0.01 0.03 0.32
O -1.2400 -0.0471 0.5794 2.62 -0.28 -1.55
P -1.1956 1.2361 -0.4286 -5.28 2.29 0.74
O -1.3375 2.3885 0.5047 0.78 -0.23 -0.04
O -2.5707 0.7590 -1.1447 -0.17 0.14 -0.01
C -3.7185 0.3934 -0.3964 0.00 -0.23 -0.11
O -0.6785 1.8877 -1.8139 2.09 -2.00 0.58
C -1.4662 2.9337 -2.3646 -0.19 0.42 -0.27
H -0.1918 -1.2519 1.8878 -0.19 -0.01 -0.08
H 0.8249 -0.3014 0.8065 0.19 -0.08 -0.06
H 0.0054 0.4866 2.1766 -0.08 0.06 -0.06
H -3.8213 0.9956 0.5036 0.03 0.03 0.05
H -3.6808 -0.6640 -0.1361 0.03 0.00 0.10
H -4.5889 0.5610 -1.0300 0.04 0.04 -0.05
H -1.6437 3.7219 -1.6337 0.01 -0.11 0.11
H -2.4113 2.5462 -2.7430 0.02 -0.06 0.09
H -0.8959 3.3450 -3.1959 0.11 -0.10 0.04
C -3.3262 2.4756 2.7508 0.23 -0.02 0.26
O -4.7158 2.4134 3.1802 0.33 1.82 -2.47
P -5.4539 3.8179 3.5391 -2.38 -1.13 5.00
O -4.8581 4.2122 4.8374 0.51 0.31 -0.51
O -6.8997 3.1080 3.6703 -0.14 0.02 -0.03
C -7.0564 1.9527 4.4862 -0.06 -0.14 -0.04
O -6.0928 5.1704 2.9270 1.61 -1.00 -2.17
C -7.0184 5.8681 3.7536 -0.33 0.37 0.23
H -3.0372 1.4921 2.3991 -0.12 -0.04 0.01
H -3.2013 3.1836 1.9382 0.08 -0.07 -0.08
H -2.6891 2.7572 3.5885 -0.10 0.07 0.04
H -6.4178 1.9989 5.3686 0.07 0.03 -0.03
H -6.8380 1.0522 3.9139 0.09 -0.02 0.01
H -8.0970 1.9154 4.8050 -0.02 0.09 -0.03
H -6.5937 6.0701 4.7355 0.09 -0.15 -0.01
H -7.9473 5.3080 3.8492 0.08 -0.09 0.01
H -7.2263 6.8139 3.2563 0.10 -0.05 -0.10
C 6.0393 3.9530 -6.6736 0.28 -0.15 -0.07
O 4.9878 3.2769 -7.3862 -1.23 2.02 2.05
P 3.8982 2.4344 -6.4766 -0.56 -5.17 -2.46
O 4.6697 1.2550 -6.0349 0.41 0.61 0.46
O 2.9512 2.1657 -7.7589 -0.03 0.10 -0.12
C 3.5006 1.6340 -8.9571 -0.02 0.03 -0.12
O 2.6502 2.5659 -5.4784 1.18 2.72 0.03
C 1.7931 1.4176 -5.3368 -0.42 -0.52 0.16
H 6.5686 4.5838 -7.3842 -0.08 -0.03 -0.07
H 5.6372 4.5816 -5.8802 0.04 0.04 0.01
H 6.7323 3.2252 -6.2514 -0.07 -0.04 0.05
H 4.3009 0.9238 -8.7476 0.04 0.03 0.06
H 3.8701 2.4371 -9.5948 0.09 0.01 0.02
H 2.6996 1.1166 -9.4828 -0.06 -0.01 0.07
H 2.3585 0.5240 -5.0807 0.17 0.10 -0.04
H 1.2216 1.2580 -6.2494 0.13 0.06 -0.06
H 1.1037 1.6367 -4.5249 0.14 0.14 0.06
C 3.1441 -3.6920 3.4246 0.34 -0.02 -0.03
O 2.2975 -3.7862 4.5972 -1.75 0.81 -2.48
P 1.4252 -2.4601 4.9851 1.13 0.70 5.64
O 2.4322 -1.5240 5.5354 0.10 0.14 -0.81
O 0.5960 -3.2381 6.1325 -0.16 -0.10 -0.03
C 1.2829 -3.9862 7.1275 -0.01 -0.14 0.05
O 0.1635 -1.5569 4.5661 0.42 -1.57 -2.44
C -0.4026 -0.7009 5.5557 -0.26 0.39 0.28
H 3.5235 -4.6879 3.2126 -0.09 -0.04 0.09
H 2.5845 -3.3396 2.5606 0.03 -0.01 -0.05
H 3.9790 -3.0212 3.6216 -0.07 0.07 0.04
H 2.2275 -3.5142 7.3992 0.02 0.03 -0.08
H 1.4593 -5.0042 6.7821 0.08 0.00 -0.04
H 0.6425 -4.0264 8.0073 -0.06 0.07 -0.03
H 0.3575 -0.0647 6.0053 0.13 -0.13 -0.03
H -0.9144 -1.2832 6.3201 0.10 -0.08 -0.02
H -1.1308 -0.0751 5.0428 0.05 -0.07 -0.12
```
Positions in Å, forces in eV/Å.

E_tot	-176423.33752	eV
HOMO-LUMO gap	7.02	eV
spin multiplicity	1
total charge	-1
HOMO level	-5.43	eV
max |F|	5.803	eV Å⁻¹

These are the Mulliken partial charges, in e, on atoms 1 to 5: -1.35 0.87 -1.47 -0.84 0.31

---

Record 2
DFT (ωB97M-V/def2-TZVPD) results for a cluster of 2 separate species, CH2FNO2 in total in a non-equilibrium geometry.

```
7
Properties=species:S:1:pos:R:3:forces:R:3
C -0.1577 -0.9981 0.0798 5.51 -3.59 0.71
N -0.0200 0.2790 0.3209 -5.48 5.07 -0.71
O -1.1008 -1.6998 -0.1064 -1.95 0.49 -0.15
O 0.9817 1.1051 0.3563 1.92 -0.92 0.06
F -1.8438 1.3699 -0.3013 0.88 -0.48 0.29
H 0.8730 -1.4555 0.1903 -0.32 -0.34 -0.58
H 1.2676 1.3994 -0.5396 -0.56 -0.24 0.37
```
Positions in Å, forces in eV/Å.

E_tot	-9364.40023	eV
HOMO-LUMO gap (alpha / beta)	10.62 / 6.48	eV
ΔE to the lowest compared entry with this formula, charge and spin	117.57	kJ/mol
spin multiplicity	3
total charge	0
HOMO level (alpha / beta)	-10.58 / -10.25	eV
max |F|	7.495	eV Å⁻¹

These are the Mulliken partial charges, in e, on atoms 1 to 5: 0.15 0.13 -0.30 -0.30 -0.36

---

Record 3
DFT (ωB97M-V/def2-TZVPD) results for a cluster of 2 separate species, C4H12N4O in total in a non-equilibrium geometry.

```
21
Properties=species:S:1:pos:R:3:forces:R:3
H -1.1571 -1.9234 -0.9938 -0.18 -0.02 0.01
N -1.7412 -1.1972 -0.5705 1.08 1.34 0.84
C -1.2092 -0.0267 -0.8280 -1.73 -1.98 -2.82
C -2.0585 1.1951 -0.5607 0.79 0.18 0.53
N -0.2443 0.0809 -1.8380 -1.11 0.57 0.76
H -1.4478 2.1007 -0.6161 -0.15 0.00 0.14
H -2.8546 1.2637 -1.3058 0.17 -0.18 0.03
H -2.5069 1.1170 0.4330 0.07 0.07 -0.22
H 0.3068 -0.7585 -1.9897 0.24 0.82 -0.09
H 0.0894 1.0232 -2.0220 0.46 -0.82 0.04
N 2.5439 -0.5444 -0.1721 0.26 -1.21 -0.99
C 1.6876 0.3649 0.3840 -1.90 1.08 1.91
C 0.5820 0.0925 1.1508 3.77 1.41 -0.34
N 0.2648 -1.1505 1.6556 -0.72 -1.11 0.04
O 0.1117 1.1356 1.9186 -1.22 0.02 0.01
H 2.5015 -1.4657 0.2570 0.65 0.38 -0.30
H 3.4662 -0.1717 -0.3834 -0.42 -0.57 0.23
H 1.9927 1.4000 0.2489 -0.29 -0.10 0.18
H -0.7026 -1.3776 1.3951 0.31 -0.29 0.00
H 0.8756 -1.8746 1.2906 -0.28 0.01 0.17
H -0.4997 0.7166 2.5465 0.22 0.39 -0.12
```
Positions in Å, forces in eV/Å.

E_tot	-12349.13628	eV
HOMO-LUMO gap	7.71	eV
ΔE to the lowest compared entry with this formula, charge and spin	209.51	kJ/mol
spin multiplicity	1
total charge	0
SMILES	[H]/N=C(/C)N.N/C=C(\N)O
HOMO level	-6.91	eV
max |F|	4.044	eV Å⁻¹

These are the Mulliken partial charges, in e, on atoms 1 to 5: 0.19 -0.87 0.88 -1.12 -0.48

---

Record 4
DFT (ωB97M-V/def2-TZVPD) results for a structure of composition C35H45ClN5O7RhSTe in a non-equilibrium geometry.

```
96
Properties=species:S:1:pos:R:3:forces:R:3
Rh 1.3377 0.2029 0.6466 1.61 -0.58 -0.64
C 6.2928 3.8305 -6.8930 0.03 -0.19 -0.11
C 6.1152 3.9897 -5.3989 -0.01 -0.69 0.34
S 6.0094 2.3278 -4.6663 -0.19 0.45 0.75
O 7.0649 1.4923 -5.1534 0.59 0.03 -0.12
O 4.6650 1.8197 -4.8073 -0.24 0.30 -0.17
C 6.2615 2.5432 -2.8555 -0.03 0.08 -0.99
C 6.2101 1.1448 -2.2396 0.45 -0.16 -0.74
N 5.3023 1.0928 -1.1165 -0.17 0.00 0.51
C 3.9822 0.8271 -1.1625 -0.14 -0.02 -0.09
N 3.4424 0.9176 0.0515 -1.32 -0.18 0.06
C 4.4244 1.2557 0.9050 0.97 0.23 0.03
C 5.6020 1.3772 0.2000 -1.48 -0.29 0.31
N 6.8664 1.7337 0.7221 0.13 0.09 0.31
O 7.7789 1.9387 -0.0518 0.29 0.11 -0.21
O 6.9318 1.8178 1.9292 0.09 0.03 0.19
C 3.2183 0.4743 -2.3743 -0.07 -0.09 -0.19
H 6.3887 4.8008 -7.3747 -0.03 0.04 0.04
H 5.4374 3.3075 -7.3139 -0.03 0.01 -0.13
H 7.1874 3.2450 -7.0917 0.03 0.02 -0.12
H 5.1896 4.4946 -5.1382 -0.06 0.05 0.13
H 6.9664 4.4788 -4.9349 0.10 0.08 0.11
H 5.4433 3.1681 -2.5061 -0.03 0.09 0.04
H 7.2141 3.0338 -2.6876 0.09 0.08 0.02
H 7.2052 0.8474 -1.9043 -0.35 -0.02 -0.13
H 5.8741 0.4357 -3.0008 -0.03 -0.09 0.30
H 4.2725 1.4257 1.9522 0.03 0.01 0.13
H 3.1620 -0.6122 -2.4660 -0.03 -0.04 -0.03
H 3.6608 0.8852 -3.2821 -0.08 -0.06 0.12
H 2.2056 0.8637 -2.2669 0.03 0.00 -0.02
C 0.6137 -3.8678 0.1632 -0.09 0.25 -0.21
C 0.9171 -2.4223 0.4482 0.00 -1.41 -0.43
O 1.9521 -1.8906 -0.0336 0.31 0.95 0.97
N 0.1488 -1.7012 1.2348 -0.20 0.62 -0.10
Te -1.9223 -1.3210 0.9399 -0.84 3.29 0.73
C -4.1223 -1.2028 0.2994 -0.07 -1.90 0.09
C -4.8688 -0.0820 0.6250 0.50 0.18 0.32
C -4.2516 1.1266 1.2455 0.10 0.07 0.21
C -6.2339 -0.1147 0.3635 0.12 -0.26 -0.30
C -6.8293 -1.2135 -0.2394 0.08 0.01 -0.02
C -8.2981 -1.2557 -0.5133 -0.07 -0.04 0.03
C -6.0288 -2.2831 -0.6161 0.10 0.21 -0.06
C -4.6603 -2.2917 -0.3702 -0.07 -0.13 0.13
C -3.8603 -3.4563 -0.8604 -0.14 0.00 0.00
C -2.0437 -1.0680 3.0608 -0.24 -0.55 -0.21
C -1.6147 0.1010 3.6857 0.05 0.10 -0.22
C -1.1934 1.3244 2.9373 0.05 0.03 -0.22
C -1.5786 0.1330 5.0771 -0.08 -0.21 -0.05
C -1.9452 -0.9599 5.8449 0.04 0.05 -0.13
C -1.8836 -0.9159 7.3367 -0.04 -0.01 0.04
C -2.3641 -2.1134 5.1925 -0.02 0.03 -0.14
C -2.4183 -2.1874 3.8101 -0.04 0.06 0.13
C -2.8376 -3.4609 3.1434 -0.03 -0.02 0.05
H 1.4392 -4.4819 0.5177 0.05 0.02 0.04
H 0.5383 -4.0106 -0.9130 -0.03 -0.07 -0.09
H -0.3081 -4.1756 0.6509 0.01 -0.08 -0.01
H -3.2520 1.2983 0.8443 0.02 0.16 0.08
H -4.1880 0.9937 2.3260 0.11 0.10 0.10
H -4.8512 2.0113 1.0472 -0.01 0.05 0.00
H -6.8314 0.7450 0.6324 -0.02 0.12 0.01
H -8.7962 -0.3638 -0.1458 -0.08 0.05 0.01
H -8.7375 -2.1261 -0.0292 -0.12 -0.03 0.01
H -8.4840 -1.3453 -1.5824 -0.05 0.02 -0.05
H -6.4720 -3.1329 -1.1162 -0.06 -0.09 -0.08
H -4.3208 -4.3948 -0.5604 0.08 -0.12 0.05
H -2.8368 -3.4237 -0.4799 0.12 -0.13 0.01
H -3.8217 -3.4350 -1.9495 0.11 -0.06 0.02
H -0.7734 1.0633 1.9622 -0.12 0.27 0.18
H -0.4481 1.8828 3.4979 0.09 0.07 0.01
H -2.0361 1.9958 2.7770 0.01 0.05 -0.10
H -1.2502 1.0409 5.5613 0.04 0.12 0.08
H -1.4663 0.0246 7.6837 0.03 0.04 0.09
H -1.2768 -1.7359 7.7155 0.06 -0.03 0.09
H -2.8817 -1.0285 7.7554 -0.07 0.01 0.10
H -2.6452 -2.9785 5.7745 -0.04 -0.13 0.09
H -3.1295 -4.2051 3.8810 -0.02 -0.06 -0.05
H -2.0047 -3.8652 2.5623 -0.04 -0.13 -0.04
H -3.6795 -3.2817 2.4718 -0.04 -0.10 -0.03
Cl -2.9758 -1.8653 -4.0191 -0.10 -0.18 -0.21
C -2.2985 -0.6737 -2.9770 0.10 0.29 0.20
C -2.9431 0.5482 -2.8255 -0.01 -0.19 -0.06
C -2.3946 1.5100 -1.9979 0.25 -0.20 0.10
C -1.1983 1.2549 -1.3374 0.34 0.29 0.23
C -0.5479 0.0409 -1.5223 0.29 0.62 -0.28
C -1.0957 -0.9389 -2.3316 0.15 -0.07 -0.10
C -0.6486 2.3038 -0.3628 -1.45 -0.57 -0.56
O -1.3716 3.2305 -0.0540 0.19 0.17 0.01
O 0.5305 2.0848 0.0722 1.67 -0.53 1.35
H -3.8586 0.7409 -3.3610 -0.12 -0.03 -0.06
H -2.8671 2.4719 -1.8595 -0.04 0.02 0.06
H 0.4509 -0.1039 -1.0370 -0.81 -0.23 -1.02
H -0.5898 -1.8773 -2.5027 0.05 -0.11 -0.02
N 1.9244 0.0733 2.9291 -0.01 0.01 -0.53
H 2.7236 -0.5458 3.0354 -0.09 0.08 0.09
H 1.1350 -0.3371 3.4226 0.06 0.06 -0.02
H 2.1454 0.9719 3.3471 -0.05 -0.10 0.02
```
Positions in Å, forces in eV/Å.

E_tot	-92455.48558	eV
HOMO-LUMO gap (alpha / beta)	5.20 / 5.16	eV
spin multiplicity	2
total charge	+1
HOMO level (alpha / beta)	-10.68 / -10.65	eV
max |F|	3.475	eV Å⁻¹

These are the Mulliken partial charges, in e, on atoms 1 to 5: 0.20 -1.22 -0.46 1.14 -0.68